<w>
The following is a quantum chemistry calculation of the ion C4H11N2O with charge -1, from the OMol25 dataset.

Last column: Löwdin charge in e.
CARTESIAN COORDINATES (ANGSTROEM)
C (-1.1698, 0.0217, 0.1244)  -0.2908
C (-0.5934, 1.3596, -0.3604)  -0.2167
C (0.9528, 1.5412, -0.1994)  -0.2995
N (1.6563, 0.6437, 0.7237)  -0.0099
N (-0.7768, -1.0716, -0.7753)  -0.0764
C (-0.2106, -2.2952, 0.0011)  -0.5179
O (0.4609, -2.0023, 1.1162)  -0.3488
H (-0.7117, -0.1674, 1.0938)  0.0806
H (-2.2585, 0.0999, 0.1576)  0.0897
H (-1.0911, 2.1576, 0.2110)  0.0853
H (-0.8974, 1.5035, -1.3876)  0.0803
H (1.3846, 1.4481, -1.1985)  0.0821
H (1.1204, 2.5783, 0.1295)  0.0859
H (1.3967, 0.8823, 1.6835)  0.0612
H (1.3687, -0.3154, 0.5687)  0.0081
H (0.0234, -0.7428, -1.2959)  0.0492
H (-1.1072, -2.9015, 0.1879)  0.0636
H (0.4526, -2.7397, -0.7804)  0.0740

## Properties
LUMO energy, eV: 4.145
SMILES: NCCCNC[O-]
HOMO energy, eV: -2.8
Net charge: -1
Spin multiplicity: 1


<x>
The following is a quantum chemistry calculation of a cluster of 2 separate species, C4H11N2O in total, from the OMol25 dataset.

Last column: Löwdin charge in e.
CARTESIAN COORDINATES (ANGSTROEM)
C (1.3763, 1.0284, -1.0066)  -0.5497
O (0.4187, 1.7511, -0.3902)  -0.3710
C (1.7202, -0.2784, -0.2701)  -0.3166
N (2.7528, -1.0656, -0.9729)  -0.0492
H (1.1344, 0.7235, -2.0570)  0.0787
H (2.3480, 1.5853, -1.1077)  0.0727
H (2.0068, 0.0082, 0.7493)  0.0925
H (0.8223, -0.8905, -0.1964)  0.0855
H (3.5843, -0.4985, -1.1004)  0.0371
H (3.0310, -1.8592, -0.4078)  0.0317
C (-2.0308, 0.7018, 0.9952)  -0.1622
C (-2.7161, -1.4888, 0.6425)  -0.1299
N (-1.9322, -0.7216, 1.2570)  -0.0877
H (-1.7975, 1.2569, 1.9017)  0.0636
H (-3.0340, 0.9677, 0.6317)  0.0588
H (-1.2733, 1.0126, 0.2450)  0.0444
H (-2.6440, -2.5616, 0.7910)  0.0428
H (-3.4890, -1.1113, -0.0388)  0.0585

## Properties
LUMO energy, eV: 3.953
HOMO energy, eV: -2.5
Net charge: -1
Spin multiplicity: 1


Short version: <x> is the least stable of them.


<w>
The following is a quantum chemistry calculation of an isolated molecule of C4H5N3, from the OMol25 dataset.

Last column: Löwdin charge in e.
CARTESIAN COORDINATES (ANGSTROEM)
N (-0.5615, -0.4933, 2.4029)  0.1227
C (-0.0832, -0.3344, 1.1239)  -0.6340
N (-0.3339, 0.8333, 0.4832)  0.1468
C (-0.1872, 0.8222, -0.9104)  -0.3332
C (1.0548, 0.6467, -1.7318)  0.0077
C (0.2776, -0.3966, -1.6764)  -0.0500
N (0.7617, -1.0919, 0.5218)  0.2308
H (-0.5884, -1.4307, 2.7740)  0.0921
H (-1.3666, 0.0841, 2.6065)  0.0906
H (-0.8867, 1.5558, -1.3345)  0.1219
H (1.8636, 1.1892, -2.2019)  0.1008
H (0.0499, -1.3845, -2.0572)  0.1040

## Properties
LUMO energy (alpha / beta), eV: -0.323 / -1.237
HOMO energy (alpha / beta), eV: -9.0 / -8.9
Spin multiplicity: 1


<x>
The following is a quantum chemistry calculation of an isolated molecule of C4H5N3, from the OMol25 dataset.

Last column: Löwdin charge in e.
CARTESIAN COORDINATES (ANGSTROEM)
N (2.7194, -1.1241, 0.8507)  0.1495
C (1.7817, -0.6871, 0.3328)  -0.1707
C (0.6343, -0.0805, -0.3564)  -0.2910
C (-0.6687, -0.9429, -0.4103)  -0.1585
N (-1.7720, -0.0139, -0.1410)  0.0342
C (-1.2393, 1.0505, 0.3143)  -0.2305
N (0.1341, 1.1039, 0.3196)  0.0354
H (0.9702, 0.1689, -1.3719)  0.1441
H (-0.7903, -1.4307, -1.3798)  0.1105
H (-0.6650, -1.7234, 0.3609)  0.1168
H (-1.8065, 1.9078, 0.6718)  0.1249
H (0.7020, 1.7715, 0.8093)  0.1352

## Properties
LUMO energy, eV: 0.733
SMILES: N#C[C@H]1CN=CN1
HOMO energy, eV: -9.3
Spin multiplicity: 1


<y>
The following is a quantum chemistry calculation of an isolated molecule of C4H5N3, from the OMol25 dataset.

Last column: Löwdin charge in e.
CARTESIAN COORDINATES (ANGSTROEM)
N (2.4316, -0.3422, -0.2580)  0.0724
C (0.8530, -0.1070, 0.0140)  -0.3827
N (1.2279, -1.2782, -0.2394)  0.1584
C (-1.4181, -1.0467, 0.3090)  0.0308
C (-1.9353, 0.2307, 0.1968)  -0.2422
C (-0.9742, 1.2484, 0.1116)  -0.1425
N (0.3552, 1.0867, 0.1026)  0.0858
H (2.8213, -0.2038, -1.1834)  0.1192
H (3.0958, -0.5981, 0.4621)  0.1184
H (-2.1960, -1.8264, 0.3050)  -0.0008
H (-2.9828, 0.5431, 0.1604)  0.0750
H (-1.2784, 2.2935, 0.0193)  0.1082

## Properties
LUMO energy, eV: -0.256
HOMO energy, eV: -7.6
Spin multiplicity: 1


Short version: <y> is the least stable of them.


<w>
The following is a quantum chemistry calculation of an isolated molecule of C4H5N3, from the OMol25 dataset.

Last column: Löwdin charge in e.
CARTESIAN COORDINATES (ANGSTROEM)
N (0.1750, -2.4575, 0.7779)  0.1600
C (0.7666, -1.4687, 0.6605)  -0.2148
C (-0.8938, 0.4148, -0.8133)  -0.1967
C (-0.5860, 0.9071, 0.6061)  -0.2166
N (0.8512, 0.9493, 0.7391)  0.0353
C (1.4383, -0.1666, 0.5916)  -0.1911
N (0.0326, -0.0942, -1.5055)  0.0984
H (-1.9377, 0.4754, -1.1350)  0.1149
H (-1.0122, 1.9017, 0.7804)  0.1089
H (-1.0766, 0.2133, 1.3087)  0.1188
H (2.5044, -0.1870, 0.3812)  0.1119
H (-0.2619, -0.4874, -2.3916)  0.0710

## Properties
LUMO energy, eV: 0.296
SMILES: [H]/N=C/C/N=C\C#N
HOMO energy, eV: -10.2
Spin multiplicity: 1


<x>
The following is a quantum chemistry calculation of an isolated molecule of C4H5N3, from the OMol25 dataset.

Last column: Löwdin charge in e.
CARTESIAN COORDINATES (ANGSTROEM)
C (-1.1482, -0.1344, 0.0419)  -0.4422
C (1.1712, -0.0984, 0.0438)  -0.4428
C (0.6397, 1.3010, 0.0121)  -0.0002
C (-0.6940, 1.2760, 0.0131)  -0.0089
H (-2.4444, -1.4703, -0.0502)  0.0530
H (-0.0049, -1.9455, -0.0340)  0.1686
H (2.5126, -1.4392, -0.0497)  0.0563
H (1.3209, 2.1586, 0.0317)  0.1168
H (-1.3952, 2.1160, -0.0368)  0.1192
N (-2.3809, -0.4397, -0.0175)  0.1387
N (0.0302, -0.9104, 0.0699)  0.1045
N (2.3930, -0.4140, -0.0243)  0.1370

## Properties
LUMO energy, eV: 0.117
SMILES: [H]/N=C1C=C/C(=N/[H])N/1
HOMO energy, eV: -9.4
Spin multiplicity: 1


Short version: <w> is the least stable of them.


<w>
The following is a quantum chemistry calculation of an isolated molecule of C4H5N3, from the OMol25 dataset.

Last column: Löwdin charge in e.
CARTESIAN COORDINATES (ANGSTROEM)
N (-2.1450, 0.8187, 1.1269)  0.1367
C (-0.9904, 0.7772, 1.2543)  -0.1896
C (0.0090, -0.9657, -0.7700)  -0.1352
C (0.4129, 0.4768, -1.1580)  -0.2145
N (1.1392, 0.9576, -0.0174)  -0.0084
C (0.5258, 0.7078, 1.0815)  -0.2362
N (0.1299, -1.2439, 0.4516)  0.0924
H (-0.4513, -1.6346, -1.4957)  0.1225
H (1.0182, 0.5122, -2.0736)  0.1089
H (-0.5346, 1.0028, -1.3608)  0.1148
H (1.0971, 0.5902, 2.0011)  0.1105
H (-0.2801, -2.0593, 0.8710)  0.0981

## Properties
LUMO energy, eV: 0.604
SMILES: [H]/N=C/C/N=C\C#N
HOMO energy, eV: -9.3
Spin multiplicity: 1


<x>
The following is a quantum chemistry calculation of a structure of composition C4H5N3, from the OMol25 dataset.

Last column: Löwdin charge in e.
CARTESIAN COORDINATES (ANGSTROEM)
C (-1.7556, -0.0413, -0.1189)  -0.3184
C (-0.5996, -1.0214, -0.1482)  -0.1844
C (1.3140, 0.4755, 0.2428)  -0.3190
C (0.6507, 1.7994, -0.3255)  -0.0959
H (-0.7784, -1.6965, 1.0513)  0.2043
H (-1.1908, -1.6616, -1.1652)  0.1868
H (1.4336, -1.4701, -0.2719)  0.1394
H (2.3565, 0.2499, 0.1467)  0.1001
H (0.7663, 0.6336, 1.3975)  0.1859
N (-2.6945, 0.6867, -0.0321)  0.1261
N (0.8981, -0.5789, -0.5291)  -0.1154
N (-0.4003, 2.6246, -0.2474)  0.0905

## Properties
LUMO energy, eV: -0.044
HOMO energy, eV: -10.4
Spin multiplicity: 1


Short version: <x> is the least stable of them.


<w>
The following is a quantum chemistry calculation of an isolated molecule of C2H4N2O4, from the OMol25 dataset.

Last column: Löwdin charge in e.
CARTESIAN COORDINATES (ANGSTROEM)
C (-0.3407, -0.7831, 0.1303)  -0.5093
C (1.2438, 2.0903, -0.3170)  -0.2344
H (-2.6534, -2.7665, -1.0521)  0.2464
H (-2.5185, -0.7552, 0.2568)  0.2116
H (1.4251, 0.5240, 1.0677)  0.2077
H (0.5033, 1.9760, -0.9680)  0.0799
N (-1.5705, -1.2515, 0.0512)  -0.0141
N (0.6199, 1.2861, 0.7739)  0.0103
O (-2.0258, -2.5645, -0.0863)  -0.0844
O (0.6787, -1.4100, -0.2437)  0.0698
O (-0.4616, 0.5899, 0.3013)  -0.0694
O (2.3686, 2.5017, -0.4662)  0.0861

## Properties
LUMO energy, eV: -0.101
SMILES: O=CNOC(=O)NO
HOMO energy, eV: -10.0
Spin multiplicity: 1


<x>
The following is a quantum chemistry calculation of an isolated molecule of C2H4N2O4, from the OMol25 dataset.

Last column: Löwdin charge in e.
CARTESIAN COORDINATES (ANGSTROEM)
C (-0.6839, -0.6678, 0.2118)  -0.2567
C (0.6313, -0.0936, -0.4341)  -0.3722
N (1.1989, 0.7714, 0.5445)  0.1064
N (-1.8417, 0.3035, -0.0539)  -0.3221
O (-1.5141, 1.4893, 0.0112)  0.0754
O (-0.8329, -1.6377, 0.8552)  0.2242
O (-2.9176, -0.2382, -0.0729)  0.1313
O (1.3778, -1.2778, -0.7740)  -0.0333
H (0.4530, 0.3425, -1.4935)  0.1821
H (1.3491, 1.5921, 0.0531)  0.0605
H (0.6166, 0.8504, 1.3824)  0.1042
H (2.1634, -1.4339, -0.2298)  0.1002

## Properties
LUMO energy, eV: -0.967
SMILES: N[C@@H](O)C(=O)[N+](=O)[O-]
HOMO energy, eV: -10.4
Spin multiplicity: 1


Short version: <w> is the least stable of them.


<w>
The following is a quantum chemistry calculation of a structure of composition C2H4N2O4, from the OMol25 dataset.

Last column: Löwdin charge in e.
CARTESIAN COORDINATES (ANGSTROEM)
C (-0.6381, -0.5554, -0.7914)  -0.4800
C (-0.7595, 0.7248, 0.0557)  -0.2666
H (1.7692, -0.5098, 0.6760)  0.2521
H (0.6933, -2.1408, -1.2658)  0.1842
H (-1.7187, 1.1780, -0.3861)  0.1704
H (-0.0152, 0.2260, 1.5671)  0.0876
N (0.4583, -1.3354, -0.6195)  0.0277
N (0.4634, 1.7001, -0.4423)  0.0903
O (0.9531, -1.4000, 0.7989)  -0.1028
O (-1.4600, -0.7230, -1.6639)  0.0953
O (-0.8209, 0.8356, 1.4769)  -0.0263
O (1.0752, 2.0000, 0.5944)  -0.0320

## Properties
LUMO energy, eV: -0.898
HOMO energy, eV: -9.8
Spin multiplicity: 1


<x>
The following is a quantum chemistry calculation of a structure of composition C2H4N2O4, from the OMol25 dataset.

Last column: Löwdin charge in e.
CARTESIAN COORDINATES (ANGSTROEM)
C (-0.0793, -0.4965, 0.0196)  -0.4370
C (0.7239, 1.2216, -1.2121)  -0.2163
H (-1.2131, -0.3601, 2.7360)  0.4084
H (-2.3499, -0.2184, -0.7501)  0.3113
H (1.8578, -0.6249, 0.8638)  0.3049
H (-0.2716, 1.6434, -1.0636)  0.1215
N (-1.3934, -0.4520, 0.1625)  -0.0632
N (0.7981, -0.3385, -1.1054)  -0.0221
O (-2.3342, -1.1566, 1.1323)  -0.1789
O (0.4265, -0.5991, 1.3093)  -0.1333
O (2.2015, -0.5792, -0.6149)  -0.2004
O (1.6337, 1.9603, -1.4773)  0.1050

## Properties
LUMO energy, eV: -3.436
HOMO energy, eV: -9.9
Spin multiplicity: 1


<y>
The following is a quantum chemistry calculation of an isolated molecule of C2H4N2O4, from the OMol25 dataset.

Last column: Löwdin charge in e.
CARTESIAN COORDINATES (ANGSTROEM)
C (0.3964, -0.7948, -0.0314)  -0.4355
C (0.4207, 0.6808, -0.3201)  -0.2799
H (-1.4749, 0.2334, 1.6923)  0.1116
H (-0.2430, -2.1092, 1.4341)  0.1762
H (0.8250, 1.3295, 0.4364)  0.1552
H (1.3475, 0.1098, -1.9607)  0.1024
N (-0.3445, -1.1585, 1.0466)  0.0214
N (-1.0355, 1.0800, -0.4588)  0.0233
O (-0.6417, -0.1951, 1.9978)  -0.0285
O (0.9338, -1.5868, -0.7781)  0.0956
O (1.1707, 0.9540, -1.4967)  -0.0024
O (-1.3547, 1.4570, -1.5613)  0.0606

## Properties
LUMO energy, eV: -0.541
SMILES: O=N[C@H](O)C(=O)NO
HOMO energy, eV: -9.7
Spin multiplicity: 1


Short version: <x> is the least stable of them.